Entry 1:
Computed, not measured: a structure of composition C19H42NO2OsP3, with ωB97M-V/def2-TZVPD.

The HOMO energy (alpha / beta) comes out at -20.40 / -20.75 eV. For the energy above the lowest of the compared OMol25 structures with the same formula, charge and spin, the calculation gives 0.0 kcal/mol. The spin multiplicity is 5. As for the net charge: +4.

Each line ends with the Mulliken charge.
Element x y z (Å)
Os1 0.274 -0.404 0.845  1.921
P1 -1.438 -1.928 1.132  0.530
P2 1.483 -1.067 2.648  1.007
P3 1.437 -1.681 -0.634  1.068
H1 -0.476 5.920 -5.995  0.344
C1 -0.544 5.019 -6.612  -0.201
C2 -1.728 4.453 -6.894  -0.164
H2 -2.665 4.876 -6.518  0.324
C3 -2.894 -1.059 1.801  -1.248
C4 -1.290 -3.387 2.215  -1.168
C5 -2.057 -2.592 -0.452  -1.113
C6 3.009 -0.040 2.703  -1.385
C7 0.737 -0.707 4.287  -1.338
C8 2.076 -2.783 2.954  -1.133
C9 0.952 -1.635 -2.405  -1.445
C10 1.652 -3.494 -0.388  -1.455
C11 3.181 -1.087 -0.702  -1.544
H3 0.389 4.632 -7.034  0.372
H4 -1.801 3.580 -7.550  0.328
H5 -3.007 -0.093 1.295  0.301
H6 -2.797 -0.887 2.879  0.290
H7 -3.794 -1.661 1.622  0.561
H8 -1.057 -3.095 3.245  0.367
H9 -0.514 -4.075 1.865  0.347
H10 -2.252 -3.915 2.213  0.538
H11 -2.347 -1.756 -1.103  0.216
H12 -2.940 -3.218 -0.255  0.551
H13 -1.307 -3.199 -0.977  0.337
H14 3.549 -0.247 3.634  0.519
H15 2.723 1.018 2.680  0.311
H16 3.666 -0.238 1.848  0.312
H17 1.409 -1.075 5.074  0.576
H18 -0.234 -1.209 4.387  0.320
H19 0.601 0.374 4.400  0.276
H20 3.153 -2.752 3.170  0.418
H21 1.899 -3.445 2.101  0.138
H22 1.553 -3.198 3.827  0.485
H23 1.458 -2.448 -2.950  0.637
H24 1.237 -0.671 -2.850  0.319
H25 -0.133 -1.753 -2.519  0.315
H26 1.798 -3.959 -1.373  0.531
H27 0.776 -3.960 0.082  0.306
H28 2.538 -3.692 0.226  0.529
H29 3.604 -1.382 -1.671  0.514
H30 3.780 -1.509 0.117  0.392
H31 3.196 0.008 -0.619  0.415
C12 -0.598 1.346 -1.654  0.193
C13 0.462 2.293 -1.555  -0.195
C14 0.869 2.966 -2.709  -0.931
C15 0.146 2.828 -3.896  0.046
C16 -1.010 2.042 -3.941  -0.550
C17 -1.419 1.347 -2.820  -0.517
O1 -0.781 0.373 -0.786  -0.576
H32 1.425 0.607 0.333  -0.398
H33 0.984 2.397 -0.603  0.488
H34 1.735 3.620 -2.678  0.452
H35 0.495 3.338 -4.797  0.477
H36 -1.619 1.969 -4.844  0.399
H37 -2.299 0.695 -2.822  0.481
C18 -2.043 1.581 4.078  -1.283
C19 -1.274 1.933 2.838  0.575
N1 -1.557 3.135 2.310  -0.320
O2 -0.362 1.217 2.320  -0.398
H38 -1.720 2.215 4.919  0.388
H39 -3.118 1.759 3.936  0.482
H40 -1.896 0.540 4.368  0.217
H41 -0.996 3.491 1.545  0.208
H42 -2.276 3.725 2.711  0.241

=====

Entry 2:
Computed, not measured: a structure of composition C19H42NO2P3Sc, with ωB97M-V/def2-TZVPD.

The HOMO energy (alpha / beta) comes out at -17.31 / -17.63 eV. For the energy above the lowest of the compared OMol25 structures with the same formula, charge and spin, the calculation gives 10.4 kcal/mol. As for the net charge: +3.

Each line ends with the Mulliken charge.
Element x y z (Å)
Sc1 -1.042 0.526 -0.146  -0.530
P1 -2.088 -1.686 0.840  1.366
P2 0.895 -0.689 2.215  1.318
P3 1.060 -1.578 -1.022  0.999
H1 -0.942 3.519 -0.734  0.224
C1 -1.532 3.137 -1.573  -0.376
C2 -2.699 2.470 -1.432  -0.707
H2 -3.286 2.492 -0.490  0.397
C3 -3.633 -1.149 1.651  -1.330
C4 -1.621 -3.084 1.870  -1.120
C5 -2.627 -2.460 -0.723  -1.293
C6 2.273 0.507 2.529  -1.336
C7 -0.076 -0.452 3.814  -1.280
C8 1.804 -2.257 2.787  -1.334
C9 0.918 -2.130 -2.785  -1.523
C10 1.463 -3.274 -0.403  -1.488
C11 2.715 -0.726 -1.128  -1.230
H3 -1.133 3.334 -2.579  0.356
H4 -3.129 1.860 -2.263  0.341
H5 -4.061 -0.281 1.141  0.396
H6 -3.428 -0.921 2.701  0.319
H7 -4.273 -2.023 1.548  0.561
H8 -1.337 -2.777 2.884  0.318
H9 -0.813 -3.673 1.419  0.184
H10 -2.534 -3.696 1.923  0.514
H11 -3.023 -1.701 -1.409  0.420
H12 -3.406 -3.163 -0.414  0.516
H13 -1.786 -2.975 -1.208  0.299
H14 2.458 0.653 3.597  0.445
H15 1.999 1.459 2.075  0.120
H16 3.171 0.116 2.054  0.490
H17 0.621 -0.637 4.655  0.570
H18 -0.920 -1.170 3.881  0.353
H19 -0.437 0.594 3.853  0.120
H20 2.869 -2.002 2.890  0.467
H21 1.676 -3.068 2.057  0.246
H22 1.398 -2.585 3.757  0.479
H23 1.267 -3.165 -2.889  0.556
H24 1.478 -1.507 -3.485  0.491
H25 -0.157 -2.125 -3.018  0.265
H26 1.853 -3.863 -1.250  0.591
H27 0.528 -3.762 -0.065  0.307
H28 2.233 -3.287 0.377  0.431
H29 3.124 -0.978 -2.108  0.454
H30 3.364 -1.074 -0.324  0.490
H31 2.568 0.353 -1.080  0.201
C12 0.550 1.219 -2.837  0.710
C13 1.631 2.128 -2.692  0.096
C14 2.313 2.584 -3.825  -0.673
C15 1.841 2.316 -5.124  -0.538
C16 0.859 1.305 -5.242  -0.498
C17 0.189 0.798 -4.147  -0.527
O1 -0.231 0.990 -1.822  -0.238
H32 0.661 1.297 0.127  0.042
H33 1.936 2.407 -1.681  0.335
H34 3.229 3.158 -3.689  0.450
H35 2.215 2.883 -5.999  0.474
H36 0.541 0.946 -6.239  0.448
H37 -0.673 0.135 -4.242  0.500
C18 -1.522 3.054 3.368  -1.599
C19 -0.867 2.608 2.117  0.598
N1 0.278 3.258 1.823  -0.101
O2 -1.341 1.665 1.403  -0.196
H38 -0.793 3.034 4.192  0.519
H39 -2.426 2.483 3.603  0.315
H40 -1.725 4.117 3.218  0.466
H41 0.867 2.920 1.029  0.025
H42 0.714 3.593 2.668  0.336

=====

Entry 3:
Computed, not measured: a structure of composition C19H42NOP3PbSe, with ωB97M-V/def2-TZVPD.

The HOMO energy (alpha / beta) comes out at -19.91 / -19.90 eV. For the energy above the lowest of the compared OMol25 structures with the same formula, charge and spin, the calculation gives 42.4 kcal/mol. As for the net charge: +4.

Each line ends with the Mulliken charge.
Element x y z (Å)
Pb1 0.560 -0.323 0.363  1.102
P1 -1.442 -0.956 2.502  0.565
P2 1.441 -2.995 0.083  0.661
P3 -1.962 -1.123 -0.880  0.605
H1 -0.127 4.427 -0.489  0.326
C1 -1.148 4.083 -0.677  -0.532
C2 -2.057 3.940 0.307  -0.643
H2 -1.853 4.208 1.358  0.306
C3 -0.738 -0.396 4.098  -1.149
C4 -1.836 -2.690 2.947  -1.277
C5 -3.081 -0.144 2.599  -1.232
C6 2.564 -3.290 -1.327  -1.325
C7 2.516 -3.465 1.483  -1.164
C8 0.318 -4.428 -0.036  -1.115
C9 -3.064 0.333 -1.049  -0.901
C10 -3.080 -2.507 -0.448  -1.198
C11 -1.536 -1.485 -2.612  -1.039
H3 -1.409 3.850 -1.710  0.306
H4 -3.099 3.651 0.082  0.338
H5 -0.658 0.698 4.129  0.238
H6 0.264 -0.824 4.233  0.323
H7 -1.392 -0.733 4.916  0.544
H8 -0.901 -3.245 3.118  0.370
H9 -2.389 -3.198 2.148  0.318
H10 -2.434 -2.703 3.873  0.501
H11 -2.953 0.945 2.500  0.346
H12 -3.523 -0.367 3.585  0.467
H13 -3.764 -0.478 1.810  0.346
H14 3.059 -4.267 -1.217  0.474
H15 3.325 -2.500 -1.359  0.412
H16 2.009 -3.267 -2.271  0.349
H17 3.257 -4.220 1.178  0.442
H18 1.909 -3.873 2.305  0.382
H19 3.043 -2.571 1.841  0.337
H20 0.878 -5.360 -0.189  0.482
H21 -0.373 -4.294 -0.881  0.319
H22 -0.268 -4.524 0.893  0.319
H23 -3.639 0.247 -1.979  0.521
H24 -2.461 1.256 -1.074  0.034
H25 -3.751 0.391 -0.195  0.390
H26 -3.751 -2.706 -1.295  0.511
H27 -3.685 -2.276 0.440  0.440
H28 -2.487 -3.411 -0.243  0.269
H29 -2.474 -1.588 -3.173  0.553
H30 -0.968 -2.423 -2.676  0.312
H31 -0.918 -0.678 -3.035  0.281
C12 1.752 2.156 -3.575  0.701
C13 1.265 3.415 -3.204  0.393
C14 1.409 4.510 -4.066  -0.474
C15 2.012 4.345 -5.320  -0.372
C16 2.463 3.080 -5.719  -0.655
C17 2.331 1.989 -4.851  -0.422
Se1 1.629 0.566 -2.396  0.051
H32 1.518 1.437 -1.132  0.068
H33 0.755 3.542 -2.245  -0.236
H34 1.040 5.494 -3.762  0.460
H35 2.120 5.196 -5.991  0.459
H36 2.912 2.941 -6.705  0.436
H37 2.665 0.999 -5.166  0.405
C18 1.549 2.520 3.031  -0.967
C19 2.296 1.231 3.013  0.803
N1 3.139 1.030 4.040  -0.355
O1 2.178 0.332 2.134  -0.499
H38 2.160 3.291 3.524  0.448
H39 0.610 2.414 3.596  0.243
H40 1.310 2.847 2.012  0.134
H41 3.715 0.198 4.066  0.253
H42 3.250 1.746 4.736  0.208

=====

no.,F_max (eV/Å)
1,4.08
2,3.22
3,3.36